1.
Below is 16 unconnected molecules or ions with the total composition C66H140Cl24 in a non-equilibrium geometry, with properties calculated with ωB97M-V/def2-TZVPD.

Values from the calculation:
**Lowest unoccupied orbital energy**: 0.193 eV
**HOMO level**: -0.378 hartree
**Charge**: 0
**Gap between HOMO and LUMO**: 10.476 eV

Each line ends with the Löwdin charge.
Geometry (Å):
C: -4.9166 3.8902 -4.0420  -2.08
Cl: -5.5916 5.4807 -4.4053  0.56
Cl: -5.8530 2.7301 -4.9523  0.53
Cl: -3.2433 3.7334 -4.6521  0.53
Cl: -4.9449 3.5437 -2.3581  0.57
C: 4.4601 -2.6687 -0.4499  -2.04
Cl: 6.0062 -2.1970 0.2534  0.53
Cl: 4.3999 -4.4660 -0.4897  0.52
Cl: 3.1287 -2.1092 0.5337  0.59
Cl: 4.3731 -2.0394 -2.0755  0.55
C: 4.1390 1.5422 -6.0383  -2.02
Cl: 2.5468 2.1353 -6.5236  0.59
Cl: 4.3952 1.9925 -4.3413  0.53
Cl: 4.2884 -0.1925 -6.2543  0.56
Cl: 5.2857 2.3655 -7.1057  0.53
C: 3.7554 -2.0552 6.2193  -2.07
Cl: 4.2511 -0.3957 6.5065  0.55
Cl: 2.3125 -2.3656 7.1810  0.56
Cl: 3.3868 -2.1403 4.5023  0.53
Cl: 5.0541 -3.1371 6.6320  0.58
C: 2.4526 6.6341 0.9270  -2.03
Cl: 4.0105 6.0030 0.3843  0.55
Cl: 1.1656 5.6928 0.1884  0.56
Cl: 2.4800 6.4510 2.7011  0.51
Cl: 2.2383 8.3507 0.5791  0.55
C: 7.7310 3.1715 -1.0344  -2.10
Cl: 7.2204 3.9572 0.4814  0.51
Cl: 6.7715 3.8390 -2.3283  0.54
Cl: 9.4467 3.4042 -1.2635  0.56
Cl: 7.3846 1.4764 -0.9714  0.54
C: -6.4863 -4.7308 3.3355  -0.09
C: -5.0087 -5.0081 3.0201  -0.26
C: -4.0669 -3.9203 3.4996  -0.24
C: -3.8462 -3.9413 4.9889  -0.22
C: -2.8244 -2.9426 5.4388  -0.26
C: -1.3534 -3.2771 5.1454  -0.11
H: -7.1513 -5.3270 2.7666  0.05
H: -6.6885 -3.6610 3.1977  0.07
H: -6.6247 -5.0075 4.3719  0.07
H: -4.6536 -6.0214 3.3647  0.10
H: -4.8739 -4.9568 1.9390  0.10
H: -4.5503 -2.9634 3.2157  0.11
H: -3.1014 -3.8922 3.0105  0.09
H: -4.7526 -3.5884 5.4692  0.12
H: -3.5317 -4.8870 5.3196  0.10
H: -2.9088 -1.9486 5.0155  0.09
H: -2.9219 -2.7442 6.5090  0.11
H: -0.6932 -2.5928 5.7278  0.06
H: -1.0157 -4.3312 5.3756  0.08
H: -1.0867 -3.0721 4.1107  0.03
C: -2.8423 8.9279 -8.8026  -0.11
C: -3.7040 7.8130 -8.1570  -0.25
C: -2.9867 6.9910 -7.0578  -0.22
C: -2.8936 7.7408 -5.6636  -0.23
C: -1.7715 7.1701 -4.8071  -0.27
C: -1.8731 7.8597 -3.4254  -0.09
H: -3.4133 9.4561 -9.5794  0.07
H: -2.0432 8.4284 -9.2960  0.05
H: -2.3270 9.7212 -8.1822  0.09
H: -4.4896 8.2732 -7.6009  0.09
H: -4.0765 7.1038 -8.8822  0.10
H: -1.9854 6.6699 -7.3839  0.11
H: -3.5683 6.0893 -6.8511  0.07
H: -2.6767 8.7676 -5.9824  0.11
H: -3.8567 7.6539 -5.1754  0.07
H: -1.7896 6.0841 -4.7446  0.04
H: -0.7955 7.4287 -5.3219  0.11
H: -2.0369 8.8870 -3.5928  0.05
H: -2.7618 7.5605 -2.9206  0.06
H: -0.9931 7.7553 -2.8051  0.06
C: 1.0424 4.8068 -4.5509  -0.10
C: 1.4832 6.1535 -3.9141  -0.27
C: 2.9639 6.1122 -3.6716  -0.22
C: 3.5852 7.4900 -3.1190  -0.20
C: 5.0467 7.1523 -2.7969  -0.32
C: 5.8790 8.3354 -2.2771  -0.12
H: -0.0492 4.6893 -4.4824  0.05
H: 1.5438 4.0232 -4.0652  0.02
H: 1.3661 4.7916 -5.6043  0.07
H: 1.2135 6.9650 -4.5857  0.10
H: 1.0184 6.2287 -2.9632  0.07
H: 3.5203 5.9057 -4.6740  0.14
H: 3.2287 5.3437 -2.9605  0.08
H: 3.5722 8.2208 -3.9389  0.11
H: 3.1108 7.9565 -2.2468  0.08
H: 5.2049 6.2205 -2.1546  0.04
H: 5.4824 6.7161 -3.7866  0.12
H: 5.6674 9.3199 -2.6796  0.06
H: 5.7652 8.5724 -1.2574  0.03
H: 7.0155 8.1815 -2.3718  0.10
C: -1.4841 4.1838 3.7913  -0.09
C: -2.1031 3.0795 2.9222  -0.28
C: -3.2000 2.3826 3.6502  -0.28
C: -3.8834 1.2030 3.0121  -0.21
C: -5.0510 0.6561 3.8237  -0.27
C: -6.0005 -0.1395 3.0242  -0.13
H: -0.6446 4.5529 3.2639  0.04
H: -1.1964 3.7976 4.8019  0.08
H: -2.2301 4.9832 3.9135  0.08
H: -2.4942 3.4524 1.9781  0.11
H: -1.2945 2.3170 2.6391  0.10
H: -3.9790 3.1261 3.7943  0.12
H: -2.9551 2.2159 4.6916  0.11
H: -4.2599 1.5676 2.0700  0.11
H: -3.1839 0.4121 2.8076  0.10
H: -4.6777 0.1206 4.7391  0.12
H: -5.5907 1.4732 4.2334  0.09
H: -6.7414 -0.7354 3.5911  0.08
H: -6.6386 0.4571 2.4341  0.06
H: -5.5472 -0.8590 2.3487  0.06
C: -2.6435 -9.2591 1.5732  -0.10
C: -3.1108 -7.9981 2.2783  -0.26
C: -1.9849 -7.0755 2.7894  -0.21
C: -1.0818 -6.6264 1.6368  -0.26
C: 0.0858 -5.8481 2.1269  -0.29
C: 0.8054 -5.3318 0.9287  -0.13
H: -2.0550 -9.0241 0.6942  0.06
H: -3.4250 -9.8558 1.1886  0.06
H: -2.0659 -9.8639 2.2204  0.07
H: -3.7532 -7.4003 1.6466  0.09
H: -3.5908 -8.3013 3.1974  0.10
H: -1.4198 -7.6343 3.5265  0.10
H: -2.3567 -6.1593 3.3752  0.11
H: -0.7027 -7.5070 1.1253  0.10
H: -1.6714 -6.1073 0.8771  0.12
H: -0.2871 -4.9907 2.7979  0.12
H: 0.7633 -6.5631 2.6873  0.12
H: 0.8617 -6.1160 0.1024  0.10
H: 0.4233 -4.3580 0.6101  0.06
H: 1.8782 -5.2304 1.2954  0.05
C: -2.6022 -3.1551 -5.7228  -0.08
C: -2.8038 -1.9488 -4.7570  -0.24
C: -3.2256 -2.3425 -3.3214  -0.23
C: -3.3596 -1.1176 -2.4500  -0.21
C: -3.7518 -1.5018 -0.9908  -0.23
C: -2.8783 -2.5543 -0.2550  -0.10
H: -2.1261 -3.9766 -5.1288  0.08
H: -1.9826 -2.9577 -6.5751  0.05
H: -3.6071 -3.3739 -5.9712  0.05
H: -1.8579 -1.4073 -4.6214  0.06
H: -3.5537 -1.2177 -5.1277  0.12
H: -2.5595 -3.1040 -2.9491  0.09
H: -4.1906 -2.8066 -3.3035  0.11
H: -2.4767 -0.4673 -2.3572  0.11
H: -4.1173 -0.5156 -2.8951  0.09
H: -3.7059 -0.5927 -0.3498  0.10
H: -4.7836 -1.8189 -0.9076  0.09
H: -3.1626 -2.6685 0.7743  0.04
H: -3.0181 -3.5797 -0.6447  0.08
H: -1.8389 -2.2653 -0.2170  0.04
C: 4.9768 -6.7017 2.7200  -0.12
C: 4.1120 -5.8579 3.7131  -0.27
C: 3.2357 -6.6778 4.6775  -0.20
C: 2.4348 -5.6723 5.5911  -0.22
C: 1.6367 -6.3430 6.7538  -0.26
C: 0.5322 -7.2477 6.2662  -0.12
H: 4.5960 -7.6988 2.3641  0.08
H: 5.9485 -7.0135 3.1389  0.06
H: 5.1615 -6.1198 1.7857  0.03
H: 4.8293 -5.1547 4.1695  0.09
H: 3.5150 -5.2278 3.0287  0.08
H: 3.8528 -7.3225 5.3352  0.12
H: 2.5962 -7.2862 4.0240  0.09
H: 3.1624 -4.9968 6.0954  0.04
H: 1.7282 -5.0638 5.0132  0.09
H: 2.3426 -6.9832 7.2846  0.10
H: 1.2280 -5.6126 7.4027  0.08
H: 0.9055 -7.8780 5.4796  0.06
H: 0.1224 -7.9101 7.0066  0.07
H: -0.2987 -6.6978 5.8265  0.05
C: 4.7109 1.3667 2.5437  -0.08
C: 3.8455 2.6040 2.9698  -0.23
C: 2.9165 2.4704 4.2226  -0.22
C: 1.7242 1.5689 4.0748  -0.23
C: 0.8919 1.4321 5.3670  -0.25
C: -0.3847 0.6746 5.0355  -0.11
H: 5.1943 1.4855 1.5788  0.03
H: 4.1538 0.3924 2.5687  0.05
H: 5.5159 1.3140 3.2955  0.07
H: 4.3615 3.5512 3.0258  0.09
H: 3.0840 2.8028 2.2339  0.06
H: 2.5951 3.4827 4.4229  0.09
H: 3.5172 2.1706 5.0937  0.09
H: 1.0428 2.0331 3.3987  0.08
H: 2.0402 0.5726 3.7004  0.10
H: 1.3303 0.9073 6.2604  0.11
H: 0.6726 2.3976 5.7574  0.08
H: -0.9796 0.5429 5.9868  0.10
H: -1.0094 1.0992 4.2695  0.03
H: -0.1011 -0.3450 4.6952  0.07
C: -0.4429 0.9985 -5.8337  -0.15
C: 0.2822 0.1763 -4.8029  -0.26
C: 0.5654 -1.1994 -5.4424  -0.21
C: 0.8816 -2.2749 -4.3689  -0.21
C: 1.0969 -3.6563 -4.9539  -0.27
C: 1.0763 -4.6853 -3.8734  -0.12
H: -0.8072 1.9728 -5.5432  0.05
H: -1.2580 0.5622 -6.3237  0.05
H: 0.1843 1.2112 -6.6845  0.02
H: 1.1069 0.7035 -4.3750  0.06
H: -0.3893 0.0490 -3.8887  0.11
H: 1.3956 -1.0829 -6.1515  0.09
H: -0.2874 -1.5203 -5.9933  0.07
H: 1.6672 -1.9096 -3.7493  0.08
H: 0.0279 -2.3151 -3.7252  0.09
H: 0.2786 -3.8526 -5.6165  0.08
H: 2.0576 -3.6675 -5.5353  0.13
H: 0.2591 -4.5101 -3.1412  0.08
H: 0.9591 -5.6179 -4.3657  0.06
H: 1.9736 -4.6685 -3.2366  0.07
C: -0.2353 -1.5294 1.7770  -0.13
C: -0.1874 -0.0967 1.3448  -0.25
C: 0.9257 0.2377 0.3346  -0.25
C: 0.8449 1.7095 -0.1254  -0.20
C: 1.8900 2.0782 -1.2110  -0.26
C: 3.3372 2.3539 -0.8010  -0.10
H: 0.7102 -1.8673 2.3008  0.08
H: -0.2686 -2.1969 0.9403  0.03
H: -1.0457 -1.7103 2.4583  0.05
H: -1.1261 0.2163 0.9057  0.10
H: 0.1296 0.4631 2.2457  0.07
H: 0.8564 -0.3917 -0.5787  0.11
H: 1.9330 0.2256 0.7460  0.06
H: -0.1969 1.7577 -0.4099  0.10
H: 1.0528 2.3958 0.6815  0.08
H: 1.8421 1.3436 -2.0177  0.09
H: 1.5175 2.9171 -1.7254  0.06
H: 3.8650 1.4411 -0.4368  0.07
H: 3.7290 2.7317 -1.7369  0.01
H: 3.3771 3.1466 0.0055  0.05

2.
Below is 2 unconnected molecules or ions with the total composition BrH3N2 in a non-equilibrium geometry, with properties calculated with ωB97M-V/def2-TZVPD.

Values from the calculation:
**Lowest unoccupied orbital energy (alpha / beta)**: -0.115 / 0.264 eV
**HOMO level (alpha / beta)**: -0.298 / -0.355 hartree
**Charge**: 0
**Gap between HOMO and LUMO (alpha / beta)**: 7.986 / 9.930 eV

Each line ends with the Löwdin charge.
Geometry (Å):
N: 0.5340 0.6925 0.1501  -0.13
N: -0.3014 0.0366 -0.6246  -0.62
Br: -1.9898 -0.1126 0.1061  0.51
H: 1.4256 0.8981 -0.2773  0.10
H: 0.4703 0.6836 1.1639  0.08
H: -0.1387 -2.1982 -0.5183  0.06

3.
Below is 39 unconnected molecules or ions with the total composition C12H98N3O42S in a non-equilibrium geometry, with properties calculated with ωB97M-V/def2-TZVPD.

Values from the calculation:
**Lowest unoccupied orbital energy**: -2.304 eV
**HOMO level**: -0.406 hartree
**Charge**: +1
**Gap between HOMO and LUMO**: 8.754 eV

Each line ends with the Löwdin charge.
Geometry (Å):
C: -0.3489 -1.1796 3.0131  -0.04
N: -0.3588 -0.6568 1.6172  -0.17
C: -0.5054 -1.7483 0.6427  -0.06
C: 0.7651 0.1352 1.3360  -0.44
O: 1.7995 -0.2536 0.8327  0.10
C: 0.6059 1.6598 1.6730  0.01
C: -0.8818 2.0060 1.4089  -0.15
C: -1.5427 1.7989 0.2270  0.02
N: -2.8566 2.2503 0.4650  0.17
C: -2.9518 2.6703 1.7183  -0.20
C: -4.1637 3.2278 2.4834  -0.07
C: -5.5199 2.5526 2.0425  -0.14
C: -5.8689 1.2580 2.8862  -0.17
C: -6.1764 0.0128 2.0148  -0.21
S: -7.9347 -0.3299 1.7572  0.63
O: -8.8170 0.5923 2.4135  -0.27
O: -8.2519 -1.6638 2.1813  -0.27
O: -8.2297 -0.2645 0.1584  -0.17
N: -1.7650 2.5590 2.3349  0.02
C: -1.3922 2.9227 3.7106  0.02
H: 0.3440 -0.6571 3.6948  0.09
H: -0.1630 -2.2805 3.0537  0.07
H: -1.3802 -1.0393 3.3958  0.07
H: -0.9162 -1.4094 -0.3180  0.06
H: 0.4323 -2.3009 0.4463  0.10
H: -1.2125 -2.4975 1.0460  0.09
H: 0.7963 1.8313 2.7494  0.10
H: 1.2681 2.2784 1.0472  0.12
H: -1.1350 1.3663 -0.6893  0.16
H: -3.6138 2.2550 -0.2176  0.14
H: -4.0508 3.0017 3.5595  0.11
H: -4.2212 4.3285 2.4135  0.11
H: -6.3596 3.2556 2.1526  0.12
H: -5.4112 2.2156 0.9968  0.09
H: -4.9927 1.0173 3.5159  0.12
H: -6.7626 1.5039 3.4802  0.11
H: -5.6990 0.1228 1.0211  0.10
H: -5.7424 -0.9022 2.4542  0.08
H: -7.5119 -0.7491 -0.2850  0.10
H: -1.5606 2.0325 4.3379  0.12
H: -2.0412 3.7443 4.0411  0.08
H: -0.3648 3.3035 3.7911  0.11
O: -3.6621 -2.0953 2.9946  -0.05
H: -4.0011 -2.2799 2.1119  0.04
H: -4.0901 -2.7549 3.5536  0.06
O: -0.1301 -2.3129 -2.2246  -0.07
H: 0.0867 -1.4752 -2.6521  0.00
H: 0.6481 -2.8664 -2.3851  0.02
O: 2.7873 0.6268 3.9188  -0.05
H: 3.0177 1.5572 3.8049  -0.01
H: 2.5958 0.3199 3.0238  0.01
O: -0.9323 4.4040 -1.6263  -0.03
H: -1.3010 4.2514 -2.5070  0.06
H: -1.3484 3.7333 -1.0759  -0.01
O: -0.1484 -3.5573 4.6584  -0.06
H: -0.6072 -3.5518 5.5044  0.05
H: 0.7847 -3.6274 4.9011  0.02
O: -9.5270 -1.2137 5.3229  -0.06
H: -9.2430 -0.3043 5.1889  0.02
H: -9.7207 -1.5297 4.4323  0.02
O: 2.4132 1.9945 -1.1755  -0.05
H: 3.1540 2.5350 -0.8805  0.05
H: 2.5806 1.1244 -0.7842  0.02
O: -3.8867 4.7182 -2.0741  -0.05
H: -3.7955 5.6483 -1.8414  0.04
H: -3.4968 4.2657 -1.3246  -0.02
O: -4.1169 1.2424 -2.3226  -0.09
H: -3.8725 2.1696 -2.4461  0.01
H: -4.2762 0.9283 -3.2205  0.01
O: 2.4591 -4.3858 -2.7607  -0.07
H: 3.1915 -4.4668 -3.3789  0.02
H: 2.8542 -4.6132 -1.9130  0.02
O: -11.8084 1.8841 3.5309  -0.05
H: -11.0756 1.7150 2.9276  0.01
H: -11.4566 1.6565 4.3975  0.03
O: 4.8072 -5.7049 -2.5106  -0.07
H: 5.3825 -5.5576 -1.7524  0.00
H: 4.8333 -6.6596 -2.6393  0.04
O: -6.1896 2.2162 -3.7749  -0.06
H: -6.0683 3.1660 -3.9357  0.01
H: -6.2529 2.1418 -2.8191  0.02
O: -5.2865 4.6187 -5.0300  -0.05
H: -5.0665 5.5482 -5.1441  0.06
H: -5.4463 4.3021 -5.9298  0.03
O: 7.6545 -4.8765 -1.2295  -0.06
H: 7.8724 -4.0375 -1.6566  0.01
H: 8.4298 -5.4282 -1.3908  -0.01
O: -0.2411 7.2552 -1.2180  -0.07
H: 0.3440 7.3947 -0.4626  -0.01
H: -0.2384 6.2973 -1.3496  -0.01
O: -4.2784 -1.4075 -3.2978  -0.04
H: -5.1455 -1.1634 -2.9586  0.04
H: -3.7126 -1.4140 -2.5159  0.05
O: 6.4795 -7.6817 -3.9547  -0.07
H: 6.6980 -6.8455 -4.3821  0.02
H: 7.2515 -8.2310 -4.1150  0.02
O: 10.2187 -6.6002 -1.2380  -0.05
H: 10.7878 -6.4521 -0.4765  0.05
H: 10.2406 -7.5613 -1.3707  0.01
O: 3.7862 3.1649 5.0876  -0.04
H: 3.8606 4.0842 5.3638  0.05
H: 4.2113 2.6707 5.7984  0.06
O: -10.8210 0.0927 -1.1308  -0.05
H: -11.3044 0.1373 -0.2993  0.04
H: -9.9056 -0.0543 -0.8653  -0.02
O: 5.5170 1.4453 2.5744  -0.04
H: 4.9326 0.8245 2.1254  0.04
H: 4.9365 1.9196 3.1790  0.00
O: -2.0055 -0.4090 -5.0889  -0.04
H: -2.3182 -0.5527 -5.9891  0.06
H: -2.4879 -1.0633 -4.5660  0.03
O: 9.8701 -9.4468 -1.7372  -0.04
H: 9.1011 -9.9708 -1.9842  0.06
H: 10.5919 -10.0838 -1.7066  0.06
O: -1.8256 3.8918 6.3829  -0.06
H: -2.6796 4.1412 6.7502  0.05
H: -1.2399 3.8803 7.1479  0.02
O: 8.8502 -6.2251 -4.2151  -0.06
H: 9.5722 -5.7639 -4.6685  0.00
H: 9.1494 -6.2990 -3.3018  0.01
O: -3.1844 2.3723 -4.8541  -0.06
H: -3.9441 2.4828 -5.4356  0.02
H: -3.0072 1.4217 -4.8841  0.00
O: 1.7684 8.6086 0.8647  -0.05
H: 1.8916 9.5533 0.7230  0.05
H: 1.7453 8.5160 1.8224  0.04
O: 10.9354 -5.2195 -6.0387  -0.05
H: 11.1542 -4.2874 -6.1524  0.04
H: 10.7520 -5.5247 -6.9335  0.06
O: 13.0132 -4.0728 -7.3540  -0.06
H: 13.7289 -3.4789 -7.1030  0.05
H: 13.2641 -4.9209 -6.9708  0.04
O: -3.9028 5.9415 0.3221  -0.04
H: -4.7612 6.2151 0.6664  0.06
H: -3.3240 5.9498 1.0922  0.05
O: 9.4095 -2.7319 -2.1600  -0.04
H: 9.6240 -1.8958 -2.5860  0.05
H: 10.1832 -3.2835 -2.3201  0.05
O: 4.4256 -6.2279 0.2235  -0.05
H: 5.1426 -5.6343 0.4785  0.04
H: 4.6796 -7.0756 0.6031  0.05
O: 7.8458 0.6151 0.6151  -0.06
H: 7.1258 1.0366 1.0999  -0.01
H: 7.5020 0.5098 -0.2774  0.03
O: 2.8897 -3.7752 5.7476  -0.05
H: 3.0806 -4.2723 6.5499  0.05
H: 3.7556 -3.5018 5.4271  0.05
O: 0.6616 0.5617 -3.2028  -0.06
H: 0.9514 1.4767 -3.2913  0.03
H: 0.5101 0.2693 -4.1109  0.04
O: -5.2282 3.2761 -8.2509  -0.05
H: -4.9990 4.1049 -8.6860  0.04
H: -4.4520 2.7209 -8.3832  0.04
O: -0.4166 5.7356 8.0384  -0.05
H: -0.2833 6.6774 7.8896  0.05
H: -0.4570 5.6543 8.9982  0.05